(1)
C40H52GeIN7O7PRb | ωB97M-V/def2-TZVPD

Element x y z (Å)
H (-0.99, 0.97, 2.39)
H (1.05, 4.04, 1.13)
N (0.14, 0.54, -4.00)
H (-2.42, 4.15, 4.62)
H (3.16, -1.79, 2.74)
C (2.82, -2.80, 2.89)
H (2.57, 4.57, -6.45)
C (0.95, -1.74, -3.85)
H (-0.79, -2.84, -1.94)
H (2.53, 1.07, -4.80)
C (2.89, -0.75, 7.91)
C (0.53, -0.62, -4.61)
N (-0.12, -4.74, -2.32)
C (0.18, -5.97, -1.62)
H (0.39, 1.86, 3.92)
H (1.63, -3.76, -3.89)
H (3.82, -5.82, 4.04)
H (-4.83, 0.51, 1.52)
N (0.46, 3.79, 3.14)
C (1.10, -4.29, 2.76)
H (3.29, -0.89, 8.90)
C (1.78, -0.42, 5.37)
H (-2.68, 1.46, 2.17)
C (-1.45, 3.72, -4.91)
H (0.20, 0.53, -2.98)
H (-4.75, 1.62, -2.77)
C (0.95, 2.37, -5.45)
H (0.07, -4.46, 2.48)
H (-3.43, -0.57, 1.51)
C (-1.77, 4.62, 1.35)
C (-5.07, 1.24, -1.80)
H (-5.67, 0.34, -1.97)
C (1.32, -2.93, -4.50)
O (-0.07, -0.36, 3.86)
H (1.15, 2.38, 1.76)
C (1.06, -1.08, 6.36)
O (1.94, 0.19, 3.09)
C (-2.52, -0.54, -1.66)
H (0.06, -1.46, 6.15)
H (-1.01, -5.59, -4.03)
H (-4.85, -0.98, 0.55)
H (0.08, 0.07, -6.58)
C (-2.34, 3.85, 3.57)
Ge (-3.52, 0.83, -0.66)
C (0.44, -0.76, -6.00)
C (-0.14, -3.60, -1.48)
H (-1.95, 1.92, 4.29)
H (2.01, 3.55, -7.76)
C (-1.24, -4.88, -3.23)
H (3.60, 0.58, 4.85)
H (1.04, -5.82, -0.98)
H (3.07, 2.46, -5.74)
H (-3.33, 3.63, 3.16)
H (-1.11, 5.35, 0.87)
O (2.16, -2.66, -0.56)
C (3.59, -0.10, 6.91)
C (1.25, -3.04, -5.88)
H (1.53, -3.96, -6.37)
H (-2.37, 4.25, -4.68)
H (-1.48, -3.92, -3.68)
C (-0.30, 5.02, 3.23)
H (-2.73, 3.15, -1.07)
N (-1.69, 4.86, 2.80)
C (0.80, -1.94, -6.62)
O (-0.29, -2.32, 8.39)
H (1.24, 5.11, -7.47)
C (1.87, -5.32, 3.28)
C (-0.11, 2.82, 3.99)
H (-0.15, 3.16, 5.02)
N (0.88, -1.89, 8.64)
C (1.68, 4.24, -6.98)
I (5.62, -3.27, 3.90)
H (1.44, -6.30, 3.43)
N (-1.57, 2.54, 3.58)
C (3.67, -3.77, 3.42)
C (1.00, -1.68, -2.37)
C (3.19, -5.05, 3.62)
O (1.34, -2.86, -1.76)
C (-0.52, 4.26, -5.79)
C (0.54, 3.29, 1.74)
C (-1.21, 2.48, -4.35)
H (-3.23, -1.30, -1.99)
H (0.40, -6.77, -2.34)
H (0.72, -2.01, -7.70)
H (-1.93, 2.02, -3.68)
P (-1.24, 2.91, 0.81)
H (4.58, 0.29, 7.13)
O (1.42, -2.01, 9.80)
Rb (0.88, -0.67, 0.88)
H (-0.29, 5.36, 4.27)
C (-1.66, 1.82, 2.26)
H (-5.69, 2.00, -1.32)
H (-2.79, 4.79, 1.00)
H (0.16, 5.78, 2.61)
H (-0.71, 5.22, -6.26)
C (0.67, 3.60, -6.06)
H (-2.14, -5.25, -2.72)
H (-1.78, -1.03, -1.03)
C (-0.03, 1.80, -4.63)
O (0.75, -0.69, -1.71)
C (1.17, -0.21, 4.01)
N (1.56, -3.06, 2.58)
H (2.32, 1.08, -6.54)
C (1.60, -1.25, 7.64)
H (-2.02, -0.13, -2.53)
H (-0.67, -6.29, -0.99)
C (2.29, 1.71, -5.64)
C (3.06, 0.08, 5.64)
C (-2.77, 2.51, -0.17)
C (-4.22, -0.15, 0.90)

Properties
**Maximum force**: 0.87 eV/Å
**HOMO level (alpha / beta)**: 0.06 / -1.13 eV
**Net charge**: -2
**E_LUMO (alpha / beta)**: 3.373 / 3.409 eV
**HOMO-LUMO gap (alpha / beta)**: 3.3 / 4.5 eV

(2)
C40H53BMoN3O2P2S2 | ωB97M-V/def2-TZVPD

Element x y z (Å)
C (-3.11, 2.97, -1.68)
H (2.74, 2.48, 1.54)
C (6.24, -2.41, 0.70)
S (-0.80, -1.56, -1.07)
H (2.08, -1.27, -5.37)
H (-0.04, -3.16, 3.13)
H (1.71, 3.86, 1.90)
H (1.34, -2.53, 2.24)
H (6.98, -3.36, -1.07)
H (2.64, -1.08, 2.81)
H (2.54, 1.45, 4.05)
H (-3.31, 2.13, -2.34)
H (2.15, 2.38, -5.01)
C (-1.82, 3.22, -1.23)
H (2.12, 0.43, -5.86)
H (-0.93, -1.47, -5.32)
H (-1.22, 1.31, -4.24)
C (6.17, -2.79, -0.64)
H (-0.26, -2.54, 1.50)
C (-1.54, 0.91, 0.58)
H (0.16, -1.85, 4.99)
H (0.91, -0.65, -6.51)
H (-1.94, -1.68, 3.81)
C (1.64, 2.07, 4.00)
Mo (0.07, 0.25, -0.57)
H (-6.05, 5.44, -1.36)
N (2.86, -1.24, -1.36)
H (-5.16, 3.53, -1.58)
C (-1.57, 4.28, -0.37)
H (-0.88, 0.83, -5.91)
C (-2.59, 1.26, 1.06)
C (5.08, -2.45, -1.43)
H (-2.06, -1.07, 2.16)
C (0.27, -2.38, 2.43)
C (-3.92, 4.82, -0.37)
C (-0.42, 1.11, -4.96)
O (-4.94, 6.07, 1.36)
P (1.40, 0.20, -2.88)
C (1.47, -0.40, -5.61)
C (2.78, 1.51, -3.09)
H (-4.87, -0.04, 0.76)
C (-0.48, -1.27, -4.35)
H (0.04, -0.10, 5.02)
C (-5.02, 5.61, 0.26)
N (-8.68, 3.14, 3.43)
C (4.06, -1.72, -0.85)
H (1.00, 1.79, 4.83)
H (-1.93, 0.06, 3.50)
H (-0.96, 2.95, 1.96)
C (2.31, 2.67, -3.98)
C (-0.43, 2.75, 2.88)
H (1.25, 2.74, 0.62)
H (0.13, 2.03, -5.12)
H (3.17, 0.57, 2.53)
C (2.35, -1.37, -2.70)
C (-4.15, 3.78, -1.26)
H (-7.10, 0.64, 1.63)
C (-1.59, -0.90, 3.12)
C (2.56, -0.24, 2.12)
H (1.95, 3.10, 4.17)
C (0.89, 2.03, 2.66)
H (-2.45, 5.88, 0.77)
H (4.53, 0.21, -2.99)
H (-1.07, 2.20, 3.56)
H (1.70, -2.24, -2.79)
C (-3.86, 1.65, 1.62)
H (7.10, -2.69, 1.28)
H (3.88, 0.36, -4.63)
H (-0.56, 4.48, -0.04)
C (-7.65, 2.82, 3.06)
H (3.61, 1.36, -1.06)
C (-3.99, 2.81, 2.38)
H (3.15, -1.46, -3.43)
H (4.75, 1.69, -3.90)
C (-0.07, -1.01, 3.04)
C (0.47, -0.94, 4.48)
H (-5.34, 4.12, 3.41)
C (4.13, -1.34, 0.50)
C (-2.62, 5.07, 0.07)
C (1.71, 2.81, 1.61)
C (3.17, 2.10, -1.74)
H (-0.20, 3.72, 3.35)
C (-6.35, 2.41, 2.57)
P (0.78, 0.27, 1.95)
H (0.01, -2.18, -4.03)
C (-5.23, 3.20, 2.85)
H (5.03, -2.76, -2.47)
H (3.93, 2.87, -1.92)
H (1.56, -0.88, 4.56)
O (-6.16, 5.75, -0.45)
H (2.33, 2.58, -1.25)
C (5.22, -1.68, 1.29)
H (-3.13, 3.43, 2.56)
H (-1.30, -1.05, -3.66)
C (-4.98, 0.86, 1.36)
H (3.10, 3.43, -3.97)
N (2.98, -0.62, 0.81)
H (1.40, 3.14, -3.60)
S (-0.46, 2.22, -1.80)
C (-6.22, 1.24, 1.83)
C (0.46, -0.06, -4.50)
H (5.28, -1.38, 2.33)
C (4.05, 0.88, -3.70)
B (2.14, -0.54, -0.34)

Properties
**Maximum force**: 0.68 eV/Å
**HOMO level**: -10.81 eV
**Net charge**: +1
**E_LUMO**: -4.200 eV
**HOMO-LUMO gap**: 6.6 eV

(3)
C40H53FN8O10P | ωB97M-V/def2-TZVPD

Element x y z (Å)
H (-0.30, -3.15, 0.30)
O (-0.73, 7.60, -1.28)
H (1.74, -3.74, 1.17)
H (0.36, 6.08, 4.73)
H (4.74, 0.76, -4.50)
H (-1.70, 1.39, -2.30)
O (-0.01, 8.75, 7.50)
H (-5.16, -3.56, 4.06)
O (0.55, 6.72, 7.03)
H (-1.29, -1.23, 1.11)
C (1.57, -2.67, 1.23)
H (-3.34, -4.10, 2.48)
C (-0.22, 7.29, 3.05)
C (-0.19, 2.36, 1.22)
H (-3.77, 2.87, -0.85)
C (-0.76, 0.04, -3.62)
C (-3.60, -5.97, 5.85)
N (-1.07, 6.58, -0.72)
C (-0.62, 8.55, 2.63)
N (-1.67, 0.40, -2.50)
C (-0.53, 9.34, 4.90)
P (-3.94, -0.66, -1.25)
C (0.49, 0.89, -0.73)
N (-0.50, -0.18, -0.54)
C (-1.50, -0.26, -4.90)
H (-2.19, 6.98, -3.12)
H (4.87, -2.18, 1.69)
H (1.42, 0.52, -0.30)
C (-2.50, -5.60, 3.77)
H (2.89, -1.88, -0.26)
H (-2.87, 0.07, -6.14)
H (-5.32, -4.75, 6.21)
C (-4.44, -4.32, 4.31)
N (-1.40, -5.91, 2.84)
C (5.22, -0.17, -4.23)
O (2.39, -2.29, -4.08)
H (4.46, -3.42, -3.60)
C (-0.32, -1.04, 0.66)
C (7.20, -1.43, -3.68)
C (-2.20, -2.62, -1.97)
C (-2.06, 5.72, -1.38)
H (6.47, -3.49, 1.01)
O (2.53, -0.21, -4.56)
C (-3.72, -3.96, -0.40)
C (5.93, -5.39, 0.14)
C (0.12, 2.20, -0.06)
H (-4.27, -0.70, -2.61)
C (5.06, -2.54, -3.72)
H (4.91, -5.70, -0.10)
H (3.87, -3.65, 1.81)
O (-3.84, 0.68, -0.64)
H (-2.10, 4.32, 0.24)
H (-0.81, 8.74, 1.58)
H (0.12, 3.07, -0.71)
H (0.68, 1.06, -1.78)
H (-1.24, -3.09, -1.75)
H (-4.64, 3.46, -3.10)
H (-0.19, 3.35, 1.65)
C (-3.47, 5.25, -3.25)
H (-0.10, 6.50, 2.32)
C (-2.49, 4.58, -0.73)
C (6.59, -0.23, -4.03)
H (6.60, -5.82, -0.61)
H (-4.87, -1.49, -0.62)
C (-2.57, -6.28, 4.97)
C (4.14, -2.80, 1.16)
H (-0.16, -0.83, -3.35)
C (-4.53, -4.99, 5.52)
N (-2.40, -1.42, -1.10)
C (-3.91, 4.10, -2.61)
H (0.83, -2.22, -0.73)
H (-0.46, 1.54, 1.87)
C (-3.42, -4.62, 3.42)
H (6.23, -5.80, 1.10)
H (-0.65, 10.13, 5.63)
H (-3.34, -4.93, -0.08)
O (-1.33, -5.28, 1.80)
H (2.95, -0.99, 1.26)
O (-0.64, 6.21, 0.36)
C (-0.12, 8.08, 5.29)
N (3.03, -1.27, -4.25)
H (7.19, 0.67, -4.15)
O (4.70, -3.28, -0.05)
C (-3.32, -3.64, -1.84)
H (-0.08, 0.87, -3.80)
C (0.04, 7.05, 4.39)
C (-1.47, -0.38, -1.36)
H (-3.67, -6.50, 6.79)
H (-1.10, 10.56, 3.23)
H (-4.19, -3.34, -2.43)
N (-2.52, 0.40, -5.24)
H (-2.94, -4.56, -2.29)
O (-0.63, -6.79, 3.15)
H (1.31, -2.45, 2.27)
C (2.89, -1.99, 0.83)
H (-2.15, -2.29, -3.02)
C (5.98, -3.86, 0.10)
H (8.27, -1.47, -3.53)
C (-2.54, 6.08, -2.63)
C (6.43, -2.58, -3.53)
C (0.42, -2.34, 0.28)
H (6.91, -3.51, -3.27)
C (-0.78, 9.57, 3.56)
H (6.60, -3.53, -0.73)
H (-1.08, -1.06, -5.52)
H (-3.85, 5.52, -4.23)
N (0.16, 7.83, 6.72)
C (4.48, -1.33, -4.06)
C (-3.42, 3.76, -1.35)
H (0.29, -0.48, 1.36)
H (-1.85, -7.05, 5.21)
H (-3.39, -3.20, 0.30)
F (-5.11, -4.01, -0.32)

Properties
**Maximum force**: 0.70 eV/Å
**HOMO level**: -11.12 eV
**Net charge**: +1
**E_LUMO**: -3.320 eV
**HOMO-LUMO gap**: 7.8 eV

ΔE to the lowest compared entry with this formula, charge and spin (computed, eV): 7.771; 0.031; 0.000